Entry 1:
48
Properties=species:S:1:pos:R:3:forces:R:3 method="wB97M-V/def2-TZVPD" total_charge=+2 e_lumo_ev="-6.6 / -9.6" multiplicity=4 energy_ha=-2042.3983
Pr 0.2796 -0.0644 0.7163 -0.6 1.2 2.1
P 0.9208 2.1820 2.3964 1.0 -1.0 0.5
P 1.4307 -2.6467 0.9853 0.5 1.2 3.2
N -0.1848 1.7735 -0.7455 -0.1 -0.7 0.7
N -0.0938 -0.8597 -1.4283 0.8 -1.8 -0.9
H -1.1990 2.0972 -2.5999 -0.1 -0.2 0.2
H -1.3755 -0.3805 -3.0604 0.4 -0.1 0.0
H -2.0984 1.1279 -1.4001 0.4 0.0 -0.3
C -1.0886 1.3247 -1.8184 -0.2 1.0 0.1
H 0.2621 0.2850 -3.2018 0.0 -0.2 0.5
C -0.5441 0.0541 -2.4809 -0.7 -0.1 -0.2
H -0.9793 3.6934 -0.4866 0.0 -0.1 0.0
H 0.0610 -2.6642 -2.5161 -0.1 0.4 0.1
C -0.3831 2.8973 -0.0259 0.5 0.9 0.8
C 0.2388 -2.1431 -1.5630 -0.5 0.3 -1.0
C 0.1625 3.2875 1.2281 -1.0 -0.5 -0.9
C 0.8140 -3.0490 -0.6203 0.0 -0.1 -0.5
H -0.0380 4.3075 1.4975 0.0 0.3 0.1
H 0.8840 -4.0591 -0.9599 0.0 -0.5 -0.4
H 2.8010 -2.6720 1.4937 -0.9 -0.8 -1.1
H 0.6545 -3.1307 2.1451 0.6 -0.3 -1.5
H 2.3530 2.3116 2.6216 -1.1 0.5 0.0
H 0.3834 1.9935 3.7574 0.3 0.9 -1.3
H 2.3560 -0.5153 -2.1400 -0.1 0.1 0.1
C 3.0174 0.1803 -1.6054 -0.6 0.4 0.8
C 4.0798 -0.6025 -0.8874 0.6 0.0 0.0
C 3.5053 1.2300 -2.5697 0.3 0.0 -0.1
O 2.2437 0.8389 -0.5045 -0.2 -0.5 -0.8
H 4.7415 -1.0902 -1.6058 0.0 0.0 0.1
H 4.6827 0.0674 -0.2692 0.0 0.0 -0.1
H 3.6671 -1.3738 -0.2293 0.0 0.1 -0.2
H 2.6780 1.7599 -3.0537 0.1 -0.1 0.1
H 4.1454 1.9594 -2.0644 -0.1 -0.1 -0.1
H 4.0960 0.7393 -3.3505 -0.1 0.1 0.1
H 1.5465 1.4591 -0.8761 0.6 -0.3 0.0
N -2.8530 1.4225 2.2769 0.2 -0.2 -0.1
C -3.1162 0.1212 2.0361 0.3 -0.5 -0.1
C -4.2790 -0.5133 2.5375 0.2 -0.8 -0.4
C -4.5027 -1.8595 2.2597 0.1 1.0 0.2
C -3.5503 -2.5335 1.5008 1.4 -0.4 -0.9
C -2.4152 -1.8638 1.0300 -1.3 0.0 0.9
N -2.1819 -0.5490 1.3014 -0.3 -0.3 0.1
H -1.9990 1.8301 1.9198 -0.3 0.3 0.1
H -3.4438 1.9534 2.8871 0.0 0.2 0.0
H -4.9642 0.0424 3.1487 -0.2 0.2 0.1
H -5.3979 -2.3878 2.6207 0.5 0.4 -0.1
H -3.6572 -3.5879 1.2684 -0.1 0.2 0.0
H -1.6598 -2.3931 0.4349 -0.3 0.2 0.2


Entry 2:
86
Properties=species:S:1:pos:R:3:forces:R:3 method="wB97M-V/def2-TZVPD" e_lumo_ev="0.0 / -0.2" multiplicity=3 energy_ha=-3898.3033
Ti -1.7593 -0.6592 -0.4425 0.5 -1.1 -0.6
C 1.0069 -2.5660 -1.5020 0.2 0.3 0.6
C 2.0985 -2.7829 -0.4414 -0.2 -0.1 0.0
C 1.5440 -2.6815 0.9889 0.2 0.0 -0.4
Sb 0.7722 -0.7107 1.2292 0.3 0.0 0.4
C 2.6642 0.0746 1.8323 0.4 0.3 0.0
C 3.3208 1.0766 1.1043 0.1 -0.3 0.4
C 4.6077 1.4811 1.4667 -0.2 -0.1 0.0
C 5.2420 0.8984 2.5553 -0.1 -0.1 0.0
C 4.5888 -0.0835 3.2972 -0.1 0.0 -0.1
C 3.3082 -0.4958 2.9390 0.1 0.3 -0.2
C -0.0636 -0.9669 3.1716 -0.2 0.1 0.3
C -0.5243 0.1701 3.8518 -0.1 -0.3 0.0
C -1.1449 0.0428 5.0903 0.0 -0.1 -0.1
C -1.3194 -1.2169 5.6620 0.0 0.0 -0.1
C -0.8634 -2.3512 4.9994 0.0 0.2 -0.1
C -0.2348 -2.2264 3.7580 0.0 0.2 0.1
Sb 0.5169 -0.5783 -2.4005 1.1 0.4 -0.8
C 2.5218 -0.7444 -3.2977 0.3 -0.4 -0.4
C 3.6984 -0.4376 -2.5956 0.0 -0.3 -0.3
C 4.9535 -0.6828 -3.1512 -0.2 0.0 0.0
C 5.0605 -1.2388 -4.4261 -0.1 0.0 0.1
C 3.9092 -1.5477 -5.1414 -0.1 0.1 0.2
C 2.6506 -1.3048 -4.5780 0.1 0.1 0.2
C 1.1373 1.4661 -1.7204 0.1 0.2 0.3
C 2.0249 2.1246 -2.5833 -0.1 0.2 0.1
C 2.3518 3.4701 -2.4146 -0.1 0.0 0.0
C 1.7911 4.2081 -1.3768 0.1 0.0 -0.1
C 0.8826 3.5936 -0.5274 0.0 -0.2 0.0
C 0.5572 2.2461 -0.7061 0.5 0.1 -0.3
H 0.0838 -3.0117 -1.1415 -0.1 -0.1 0.0
H 1.2627 -3.0412 -2.4474 0.0 -0.1 -0.1
H 2.9231 -2.0835 -0.5871 0.1 0.1 0.0
H 2.5329 -3.7777 -0.5768 0.0 0.0 -0.1
H 2.3122 -2.8548 1.7432 0.0 0.0 0.0
H 0.7406 -3.4014 1.1347 -0.1 -0.1 0.0
H 2.8377 1.5503 0.2640 -0.1 0.0 -0.1
H 5.1093 2.2545 0.8945 -0.1 -0.1 0.0
H 6.2446 1.2101 2.8318 -0.1 0.0 0.0
H 5.0775 -0.5281 4.1573 0.0 0.0 -0.1
H 2.8041 -1.2523 3.5347 0.0 0.0 -0.1
H -0.4336 1.1566 3.4083 0.0 -0.1 0.0
H -1.5071 0.9306 5.6020 0.0 -0.1 -0.1
H -1.8148 -1.3134 6.6232 0.1 0.0 -0.1
H -0.9919 -3.3325 5.4445 0.0 0.1 0.0
H 0.1395 -3.1168 3.2648 0.0 0.0 0.0
H 3.6439 0.0144 -1.6109 0.0 0.0 0.0
H 5.8500 -0.4414 -2.5860 -0.1 0.0 -0.1
H 6.0385 -1.4285 -4.8586 -0.1 0.0 0.1
H 3.9867 -1.9776 -6.1379 0.0 0.1 0.2
H 1.7577 -1.5545 -5.1525 0.1 0.0 0.1
H 2.4787 1.5859 -3.4033 0.0 0.1 0.0
H 3.0514 3.9422 -3.1017 -0.1 -0.1 0.1
H 2.0528 5.2545 -1.2412 0.0 -0.2 0.0
H 0.4064 4.1538 0.2756 0.1 -0.1 -0.1
H -0.1814 1.8509 -0.0416 -0.4 -0.4 0.4
O -2.5374 2.2761 2.2047 0.4 0.6 0.5
C -2.9389 1.3361 1.5769 0.4 -1.2 -1.0
O -2.0931 0.5470 0.8887 -1.3 1.9 1.8
C -4.4012 0.9715 1.5544 0.2 -0.2 -0.2
C -5.1944 1.7189 2.4310 0.0 0.0 0.0
C -6.5584 1.5240 2.5288 0.0 0.0 0.0
C -7.1590 0.5614 1.7245 0.1 -0.1 -0.1
C -6.3878 -0.1916 0.8524 0.2 0.0 0.0
C -4.9964 -0.0161 0.7489 -0.1 0.0 0.0
S -4.1716 -1.1007 -0.4192 -0.8 0.2 0.3
H -4.6943 2.4687 3.0348 -0.1 -0.1 -0.1
H -7.1487 2.1177 3.2188 0.1 -0.1 -0.1
H -8.2322 0.3959 1.7745 0.1 0.0 0.0
H -6.8541 -0.9416 0.2268 0.0 0.0 0.0
O -1.8773 -2.4705 0.8754 -0.1 0.0 0.0
H -2.8474 -2.3003 0.7091 -0.1 -0.2 0.2
H -1.7467 -2.3061 1.8218 0.1 0.0 0.1
O -2.0583 -2.3672 -1.9519 0.2 0.3 -0.3
H -2.2071 -3.1975 -1.5007 -0.1 -0.5 0.3
H -2.8719 -2.1977 -2.4380 -0.2 0.1 -0.1
C -1.5039 2.3917 -3.0435 0.2 0.3 -0.1
S -2.4425 1.2387 -2.0706 -1.1 0.7 0.7
C -3.2000 0.4221 -3.4691 -0.2 0.1 -0.2
O -3.4881 2.0542 -1.3678 0.8 -0.5 -0.7
H -2.2553 2.9067 -3.6477 0.2 0.0 0.0
H -0.7656 1.8699 -3.6594 -0.2 0.1 0.1
H -1.0063 3.0793 -2.3551 -0.2 -0.1 -0.3
H -2.4454 -0.1635 -4.0045 -0.1 0.1 0.1
H -3.6204 1.2043 -4.1089 0.0 -0.2 0.0
H -4.0010 -0.1974 -3.0683 0.0 0.0 0.0


Entry 3:
60
Properties=species:S:1:pos:R:3:forces:R:3 method="wB97M-V/def2-TZVPD" total_charge=+2 e_lumo_ev="-6.3 / -9.9" multiplicity=6 energy_ha=-1736.3813
P 1.1330 2.5849 0.6785 0.6 3.9 -5.1
P -1.7503 1.3720 1.3645 -3.9 1.5 -2.1
C -0.3091 2.8979 -0.4553 0.7 0.4 0.0
C -1.6196 2.9490 0.3440 -0.5 0.0 0.2
H -0.2897 2.0589 -1.1778 -0.2 0.3 0.2
H -0.0641 3.8232 -0.9949 -0.6 -0.2 -0.1
H -1.6757 3.8224 1.0107 0.1 -0.1 -0.3
H -2.4700 2.9744 -0.3387 -0.1 0.2 0.1
C -2.8013 0.3757 0.1958 0.6 -0.7 -0.2
H -3.0423 -0.6037 0.6235 0.1 0.2 0.1
H -2.2898 0.1738 -0.7482 0.1 0.1 0.0
H -3.7467 0.8879 -0.0427 0.4 0.1 0.4
C -2.8965 1.3027 2.8016 0.4 0.4 0.2
H -3.8583 1.8022 2.6460 0.3 0.0 -0.2
H -2.4092 1.7207 3.6861 -0.2 0.0 0.0
H -3.0990 0.2396 2.9955 0.2 0.3 -0.1
C 2.4103 2.1448 -0.5533 0.1 -0.2 0.3
H 3.3827 1.9854 -0.0774 -0.1 0.0 -0.1
H 2.4989 2.9710 -1.2677 0.0 -0.1 0.1
H 2.1110 1.2316 -1.0748 0.1 0.2 0.1
C 1.7141 4.2409 1.1654 -0.1 0.1 0.3
H 1.2944 4.5413 2.1275 0.0 0.1 -0.1
H 1.4012 4.9550 0.3956 0.1 -0.1 0.1
H 2.8053 4.2720 1.2512 -0.2 -0.1 0.0
Ir 0.3313 1.1724 1.9285 3.0 -5.8 5.3
C -1.5678 -1.8800 -2.4332 0.5 -2.7 7.1
C -1.7449 -1.3968 -3.6708 -0.7 3.4 -6.5
C -0.9329 -1.7135 -4.8753 -0.8 0.1 -0.1
C 0.4547 -2.2895 -4.5622 0.8 -0.3 0.3
C 1.3095 -1.1676 -4.0614 -1.3 -0.8 -3.1
C 1.6690 -0.9790 -2.7848 0.7 0.7 2.7
C 0.9306 -1.3854 -1.5706 -0.7 -0.7 -0.5
C -0.3416 -2.2870 -1.6637 -0.2 1.0 1.2
C 2.0188 1.7959 3.0797 0.1 0.2 1.4
H -2.4839 -2.0431 -1.8497 0.3 -0.8 -0.4
H -2.6167 -0.7626 -3.8814 0.6 0.2 0.2
H -0.8102 -0.7895 -5.4596 -0.2 -0.2 0.0
H -1.4640 -2.4155 -5.5295 0.2 -0.2 -0.2
H 0.4007 -3.1056 -3.8319 0.1 0.2 -0.4
H 0.8488 -2.6794 -5.5101 0.1 0.2 0.2
H 1.5600 -0.4050 -4.8211 0.1 -0.3 0.4
H 2.5604 -0.3718 -2.5824 -0.1 -0.2 -0.2
H 0.6428 -0.4502 -1.0603 0.3 -0.1 0.1
H 1.6321 -1.8986 -0.8900 0.2 0.3 0.1
H -0.0344 -3.3267 -1.8628 -0.1 0.1 -0.2
H -0.6740 -2.3042 -0.6032 0.3 -0.3 -0.5
H 1.8988 1.1376 3.9503 -0.2 -0.1 -0.3
H 1.9315 2.8226 3.4747 0.2 -0.4 -0.5
H 2.9939 1.5597 2.6396 -0.3 0.3 -0.3
O -0.2524 -0.2095 3.3035 -0.5 -0.9 0.1
C 0.1900 -1.3779 3.0030 0.0 -0.7 0.0
C -0.1423 -2.5704 3.8703 0.0 0.6 -0.1
C 0.5823 -3.6650 3.1347 0.2 -0.7 -0.2
C 1.3909 -2.9633 2.0464 1.1 -0.6 -0.8
O 2.3092 -3.4175 1.3805 -1.5 0.6 0.7
N 0.9280 -1.6427 1.9367 -0.6 1.6 0.7
H 0.1822 -2.4192 4.9003 0.0 0.1 -0.1
H -1.2276 -2.7019 3.8776 0.1 0.1 0.1
H 1.2386 -4.2570 3.7582 0.1 -0.2 0.1
H -0.1408 -4.3366 2.6649 0.3 -0.1 -0.1


Entry 4:
29
Properties=species:S:1:pos:R:3:forces:R:3 method="wB97M-V/def2-TZVPD" e_lumo_ev=-0.4 energy_ha=-1856.8785
C 1.5169 1.4528 -2.8954 -0.3 0.2 0.2
C 0.5653 0.3146 -2.4934 0.3 0.2 0.3
C -0.6843 0.8327 -1.7634 0.3 -0.6 -0.1
Cl -0.9271 -0.0835 -0.2301 -0.2 0.1 0.0
C -1.9740 0.7493 -2.5887 -0.2 -0.1 -0.1
Cl -2.4920 -0.9179 -2.8676 0.1 0.0 0.1
I -1.6709 1.5946 -4.5716 0.0 0.2 0.0
O -3.0564 1.3435 -1.9028 0.2 0.1 -0.2
C -2.9143 2.5839 -1.3843 -0.2 -0.2 0.3
O -2.9586 2.8445 -0.2392 0.0 0.1 0.0
F -2.8025 3.5040 -2.3335 0.1 0.0 -0.1
H 2.0513 1.2362 -3.8150 0.1 -0.1 0.0
H 0.9743 2.3862 -3.0492 0.0 0.0 -0.2
H 2.2195 1.6440 -2.0851 0.2 0.0 -0.1
H 0.2928 -0.3030 -3.3435 -0.2 0.0 -0.1
H 1.0903 -0.3320 -1.7956 0.0 -0.1 -0.1
H -0.5200 1.8548 -1.4322 -0.1 0.2 -0.1
C -0.1276 -1.4596 3.9511 -0.1 -0.1 0.0
C 0.9211 -2.2775 3.2124 0.0 0.3 0.0
C 2.2272 -1.5116 3.0632 0.1 -0.1 -0.1
O 0.4303 -2.6789 1.9350 0.0 -0.1 0.1
H -0.3560 -0.5460 3.3948 0.1 0.0 0.0
H -1.0531 -2.0265 4.0503 0.0 0.0 0.0
H 0.2171 -1.1773 4.9468 0.0 0.0 0.0
H 1.1055 -3.2055 3.7550 0.0 -0.1 0.0
H 2.0652 -0.5994 2.4819 0.0 0.0 0.0
H 2.9655 -2.1151 2.5350 0.0 0.0 0.0
H 2.6367 -1.2307 4.0345 0.0 0.0 0.0
H 0.2577 -1.8768 1.4306 0.0 0.0 -0.1